Here is C19H18I2N4O2PdS as an isolated structure from the Open Molecules 2025 dataset. Energies are from ωB97M-V/def2-TZVPD.

total charge: -2
multiplicity: 3
HOMO level (spin up / spin down): 0.5122 / -1.5942 eV

Element x y z (Å)
Pd: 0.13548 0.10031 -0.01728
I: -3.09431 -4.22565 0.33123
C: -2.15874 -3.08348 1.81122
C: -2.31892 -3.43162 3.14218
C: -1.70982 -2.67055 4.12078
I: -2.01874 -3.25241 6.11764
C: -0.90934 -1.54337 3.81992
C: -0.26156 -0.71480 4.76660
C: 0.53028 0.35516 4.29999
C: 0.65109 0.59087 2.95837
N: 0.01604 -0.16068 2.02806
C: -0.75678 -1.22755 2.43993
C: -1.39048 -1.97562 1.40644
O: -1.28126 -1.61338 0.15250
H: -2.91970 -4.29040 3.40823
H: -0.35780 -0.91916 5.82286
H: 1.06424 0.99230 4.99466
H: 1.28041 1.38390 2.57418
C: -4.65919 -1.28724 -2.13879
C: -3.90405 0.00024 -2.23783
C: -4.39640 1.11371 -2.86226
C: -3.51164 2.23794 -2.95557
N: -2.32680 2.29031 -2.46144
C: -1.79817 1.18310 -1.70291
S: -0.14502 0.58862 -2.27299
N: -2.68809 0.01360 -1.70464
C: -3.97647 3.45652 -3.72154
H: -5.70644 -1.13774 -2.39856
H: -4.58766 -1.70343 -1.13365
H: -4.22578 -2.02404 -2.81884
H: -5.37878 1.12141 -3.31055
H: -2.32899 -0.79822 -1.20124
H: -5.05279 3.43266 -3.89971
H: -3.46431 3.49980 -4.68500
H: -3.71912 4.36008 -3.16968
C: -3.39322 0.71614 0.97408
O: -2.44034 1.71765 0.68060
C: -1.41258 1.55666 -0.25895
C: -0.62050 2.84458 -0.14244
H: -3.72090 0.90230 1.99876
H: -2.97108 -0.28088 0.91618
H: -4.26026 0.78731 0.30746
H: -1.25957 3.69052 -0.41867
H: 0.24793 2.84666 -0.79421
H: -0.31016 2.97003 0.89672
N: 3.25726 -0.96468 -0.08259
C: 2.15101 -0.61578 -0.09150

Atomic partial charges in e from the Mulliken method, atoms 1 to 2: 0.05, -0.08

Here is a single C19H18N2O molecule from the Open Molecules 2025 dataset. Energies are from ωB97M-V/def2-TZVPD.

total charge: 0
SMILES: CN1C[C@H]2CN(c3ccc4c(c3)C(=O)c3ccccc3-4)C[C@H]21
HOMO level: -7.9854 eV

Element x y z (Å)
O: 0.12911 4.97983 -0.78613
C: -0.37943 3.89338 -1.05783
C: -1.99042 4.05907 -4.52144
C: -2.30782 2.67317 -4.54930
C: -1.26214 4.55623 -3.44432
C: -1.64705 1.79621 -3.68162
C: -0.03821 0.25863 -1.26915
C: 0.54147 -0.15520 -0.06324
C: 0.83440 2.27207 0.47197
C: -0.94871 3.75070 -2.38938
C: 0.19792 2.60633 -0.63374
C: -1.06610 2.38186 -2.56637
C: -0.21093 1.70411 -1.59881
C: 0.93936 0.86107 0.79268
N: 1.48568 0.39938 2.01493
N: 1.27188 -2.55926 3.51009
C: 1.07032 -3.57218 4.51026
C: 0.58872 -0.15041 3.13350
C: 2.93014 0.05178 2.22284
C: 2.54232 -2.54730 2.80878
C: 1.42575 -1.12919 3.90862
C: 2.81458 -1.06170 3.32440
H: -2.13683 4.79589 -5.33062
H: -2.81717 2.27548 -5.42368
H: -0.94106 5.59526 -3.29995
H: -1.73218 0.76019 -3.74035
H: -0.45521 -0.57161 -1.84733
H: 0.62501 -1.23461 0.24769
H: 1.06355 3.03580 1.14888
H: 1.87181 -3.67080 5.18058
H: 0.71068 -4.56538 4.14419
H: 0.28336 -3.17042 5.17470
H: -0.33640 -0.67975 2.98034
H: 0.28232 0.65696 3.77576
H: 3.51119 -0.27936 1.36309
H: 3.56271 0.82127 2.66043
H: 2.49306 -2.53249 1.74855
H: 3.31402 -3.15702 3.21402
H: 1.30627 -0.97452 4.97576
H: 3.64112 -1.00639 4.05827

Atomic partial charges in e from the Mulliken method, atoms 1 to 2: -0.58, 0.09

Here is C19H18N4ORhS2 as an isolated structure from the Open Molecules 2025 dataset. Energies are from ωB97M-V/def2-TZVPD.

total charge: +1
HOMO level (spin up / spin down): -10.9963 / -11.0049 eV

Element x y z (Å)
Rh: 0.49329 2.98951 0.72031
C: 2.76878 -0.13256 0.12738
C: 1.42445 0.49509 0.01669
N: 0.99139 1.17086 1.19774
N: 0.04709 0.37998 1.78875
C: -0.82906 1.01157 2.50222
S: -0.97702 2.73267 2.39059
S: -1.98254 0.19853 3.51413
C: -1.41582 -1.53391 3.46675
C: -2.07557 -2.37520 2.40562
C: -3.06979 -3.27532 2.76981
C: -3.69653 -4.06691 1.81648
C: -3.33285 -3.96575 0.48370
C: -2.33696 -3.07188 0.11137
C: -1.71185 -2.28215 1.06248
C: 0.61379 0.38228 -1.08332
C: 0.86796 -0.65592 -2.06024
C: -0.05629 -0.97710 -2.98542
C: -1.29440 -0.25499 -3.03560
C: -1.55431 0.78901 -2.21357
C: -0.56725 1.22354 -1.27597
O: -0.71779 2.37454 -0.75754
H: 2.66178 -1.14812 0.52327
H: 3.28526 -0.18261 -0.82798
H: 3.35982 0.42091 0.85428
H: -0.33115 -1.52520 3.37707
H: -1.67279 -1.91174 4.45574
H: -3.35912 -3.36032 3.81079
H: -4.46773 -4.76298 2.11846
H: -3.81788 -4.58353 -0.26034
H: -2.04208 -2.99378 -0.92821
H: -0.93108 -1.59293 0.77005
H: 1.77246 -1.24118 -1.97481
H: 0.11250 -1.79678 -3.66883
H: -2.03731 -0.54356 -3.76867
H: -2.46773 1.36277 -2.27983
N: 3.32784 3.47747 -0.28009
C: 4.12764 3.73000 -1.32775
C: 3.32521 3.79030 -2.44486
C: 2.03058 3.56325 -1.97178
N: 2.03724 3.37786 -0.65523
H: 3.57874 3.39533 0.69166
H: 5.19031 3.85236 -1.20467
H: 3.63001 3.98164 -3.45778
H: 1.09876 3.53498 -2.51286

Atomic partial charges in e from the Mulliken method, atoms 1 to 2: 0.30, -1.62

Here is C19H19AlBr2CsF10NNaO11SV as an isolated structure from the Open Molecules 2025 dataset. Energies are from ωB97M-V/def2-TZVPD.

total charge: +2
HOMO level: -9.9263 eV

Element x y z (Å)
C: -2.66602 1.01852 -2.27200
C: -1.83909 -0.18544 -2.48819
N: -0.55444 -0.13348 -2.50310
C: -2.49801 -1.54679 -2.64054
C: -2.14491 -2.44712 -1.51197
C: -1.52492 -3.63522 -1.49177
C: -1.33833 -4.32253 -0.14048
O: -1.28538 -5.51107 -0.01000
C: -1.08427 -3.31877 0.96527
S: 0.03152 -3.61327 2.30223
O: 0.00994 -4.96077 2.74590
O: -0.21436 -2.59641 3.27180
C: 1.71683 -3.20851 1.62416
F: 1.90097 -1.93998 1.60959
F: 1.70081 -3.63139 0.27108
C: 2.92713 -3.95121 2.33657
F: 3.19588 -3.43672 3.47694
F: 4.09331 -3.75727 1.57249
F: 2.75999 -5.23295 2.40586
C: -1.69729 -2.14384 0.94175
C: -2.61792 -1.88876 -0.19142
O: -3.63231 -1.23016 -0.13808
H: -3.39752 0.83175 -1.48554
H: -3.16090 1.28183 -3.21116
H: -2.06989 1.87806 -1.97733
H: -0.10068 -1.03466 -2.61488
H: -3.61191 -1.44471 -2.62976
H: -2.11571 -1.98556 -3.56789
H: -1.09478 -4.15819 -2.34112
H: -1.54004 -1.38998 1.70281
Na: -0.04987 -4.45666 -3.93799
Br: -3.98647 -4.42641 -0.21795
Cs: 4.10996 -3.76938 -0.82391
Br: 0.40452 1.44546 -2.67755
C: 2.35934 -0.00425 4.58410
C: 1.21754 0.69493 5.17398
O: 1.32398 2.10375 5.07092
C: 0.94363 2.62809 3.91295
O: 0.52262 2.03313 2.96476
C: 1.08156 4.16364 3.96309
F: 2.24672 4.52919 4.48540
F: 0.10019 4.67847 4.71026
F: 0.98801 4.67343 2.73749
H: 3.30969 0.34887 4.98661
H: 2.28566 -1.07751 4.74160
H: 2.39375 0.21010 3.43906
H: 1.22075 0.44721 6.33636
H: 0.25670 0.36445 4.76188
O: 5.39501 -7.37321 -3.37205
V: 6.82815 -8.16591 -3.78564
O: 8.20537 -8.92899 -4.19104
F: 2.48289 0.35357 7.28048
Al: -5.22550 -1.83524 -4.08023
C: -2.57886 6.39990 -4.52030
C: -2.04169 6.12166 -3.14236
C: -0.79740 6.89909 -2.77072
O: -0.15936 6.00104 -1.83622
C: -0.53310 4.76834 -2.14223
O: -0.02395 3.77509 -1.68314
O: -1.54893 4.75001 -3.02204
H: -2.82405 7.45540 -4.62654
H: -1.84940 6.12382 -5.28234
H: -3.47947 5.81636 -4.70793
H: -2.82437 6.25556 -2.39349
H: -1.00706 7.85438 -2.30063
H: -0.12209 7.05158 -3.61376
F: 3.22782 -0.21437 1.96791

Atomic partial charges in e from the Mulliken method, atoms 1 to 2: -1.31, 0.97

Here is C19H19BeIN2O2 as an isolated structure from the Open Molecules 2025 dataset. Energies are from ωB97M-V/def2-TZVPD.

total charge: 0
HOMO level: -7.9441 eV

Element x y z (Å)
C: 1.17251 0.50928 0.65193
C: 2.60816 -2.48520 2.10891
H: 2.15403 0.30217 0.22447
H: 0.96654 -0.19214 1.45435
H: 1.20628 1.52071 1.08778
H: 2.27186 -3.50226 1.90437
H: 3.10244 -2.43785 3.08024
H: 1.78610 -1.77618 2.04713
C: 0.15090 2.77049 -1.72158
C: 0.47993 3.53974 -2.83713
C: 0.66857 2.92438 -4.08221
C: 0.55640 1.53746 -4.18565
H: 0.00082 3.17129 -0.71792
H: 0.61809 4.60514 -2.70042
H: 0.90642 3.51528 -4.96443
H: 0.73425 0.98313 -5.10351
N: 0.01840 1.44079 -1.83895
C: 0.25913 0.81146 -3.02554
C: 0.24432 -0.64782 -2.87955
N: 0.13749 -1.02771 -1.58223
C: 0.17714 -2.31802 -1.24978
C: 0.24843 -2.94927 -3.58427
C: 0.18818 -3.31630 -2.23035
H: 0.18542 -2.53821 -0.17926
H: 0.15569 -4.35420 -1.92202
C: 0.34771 -1.59482 -3.90942
H: 0.47783 -1.22754 -4.91995
H: 0.21633 -3.70812 -4.36489
Be: -0.14744 0.36546 -0.51745
I: 4.05748 -1.96867 0.65277
O: -3.02635 1.65379 0.56646
C: -2.25825 0.76698 0.90700
O: -1.53752 0.00878 0.13214
C: -2.06470 0.55327 2.38910
C: -1.64129 -0.65338 2.98255
C: -1.32915 -0.67105 4.34514
C: -1.47381 0.49273 5.12267
C: -1.94617 1.67271 4.53302
C: -2.26611 1.68637 3.17193
H: -1.52290 -1.54273 2.36191
H: -0.97151 -1.59202 4.81560
H: -1.19959 0.49086 6.18132
H: -2.08676 2.58586 5.10520
H: -2.62530 2.59535 2.69053

Atomic partial charges in e from the Mulliken method, atoms 1 to 2: -0.47, -0.25

We obtain electronic energy values of -60566.642, -25018.615, -52673.307, -259333.105, -35591.515 eV for the records listed above, in that order.